Formula: CH2Cl2S2
Source: the OMol25 dataset
Level of theory: ωB97M-V/def2-TZVPD

Properties
Kohn-Sham gap ... 9.0 eV
Spin multiplicity ... 1
SMILES ... SC(S)(Cl)Cl
Energy above the lowest of the compared OMol25 structures with the same formula, charge and spin ... 1.0106 eV

Each atom is followed by the atoms it is bonded to, with distances in Å.
Positions of all 7 atoms, in Å:
1 S 0.1465 -1.0180 1.4205  C2 1.815, H6 1.481
2 C 0.3161 -0.0362 -0.0967  S1 1.815, S3 1.808, Cl4 2.169, Cl5 1.692
3 S -1.2007 0.4498 -0.9515  C2 1.808, H7 1.356
4 Cl 1.1026 1.8568 0.6108  C2 2.169
5 Cl 1.5099 -0.6187 -1.1439  C2 1.692
6 H -0.7952 0.0289 1.8783  S1 1.481
7 H -1.0791 -0.6627 -1.7175  S3 1.356

These are the Löwdin partial charges, in e, on atoms 1 to 6: number 1, S, carries 0.59; number 2, C, carries -1.82; number 3, S, carries 0.62; number 4, Cl, carries 0.17; number 5, Cl, carries 0.58; number 6, H, carries -0.03